(1)
149
Properties=species:S:1:pos:R:3:forces:R:3 method="wB97M-V/def2-TZVPD" e_homo_ha="-0.453 / -0.453" max_force_ha_per_bohr=0.0238 e_tot_ha=-6038.4005 total_charge=+2 orbital_gap_ev="6.139 / 6.139"
H -5.076 1.443 -3.112 0.0 -0.1 0.0
C -3.540 -1.218 -4.515 0.1 -0.1 0.0
C 6.820 1.392 2.565 -0.1 -0.1 0.0
H -0.712 -1.856 3.824 0.0 0.0 0.2
H -3.643 -0.446 -5.283 0.0 0.0 0.0
H 3.379 1.148 -2.947 0.1 0.2 0.0
H -0.463 2.814 -1.986 -0.1 0.0 0.0
C 4.087 -2.487 -3.458 -0.1 0.1 0.1
C -3.006 -2.515 -5.158 0.1 0.1 0.1
H -3.335 -3.678 0.210 0.0 0.0 -0.1
H 6.453 3.245 -2.687 -0.1 -0.1 -0.1
H 0.489 2.314 0.557 -0.3 -0.3 0.2
Pd -0.167 -0.242 -0.230 0.4 0.0 0.2
H 0.608 0.346 -5.378 -0.1 0.2 0.0
H 1.419 -3.058 -2.284 0.1 0.0 0.0
H -4.542 -1.399 -4.110 0.1 0.0 0.0
C -2.900 -2.980 -0.511 -0.2 0.0 -0.2
C 5.559 -0.784 2.925 0.1 0.1 0.0
C -5.850 -0.359 0.483 0.6 -0.1 0.5
C -1.172 0.856 3.091 0.1 0.2 0.0
C 5.663 2.055 1.792 0.0 -0.2 0.1
C -1.161 -1.132 -3.673 -0.4 -0.2 0.1
O 2.360 0.361 -0.052 -0.1 0.2 -0.1
H -3.977 2.472 -2.172 0.1 0.0 0.1
C 6.280 0.408 3.606 -0.1 0.0 -0.2
H 0.886 5.673 -1.425 0.1 0.0 0.1
H -9.300 -0.724 -1.120 0.1 0.0 0.1
C -1.057 -2.664 -3.515 -0.3 0.1 -0.3
H -0.829 1.735 -6.761 0.0 0.0 -0.1
H 1.784 1.091 3.193 0.0 -0.1 0.0
H 0.510 4.007 -4.055 -0.1 0.0 0.0
H 3.382 -2.608 -5.505 0.0 0.0 0.0
H -2.557 -1.877 2.163 -0.1 0.1 0.0
H -0.725 -4.696 0.480 0.1 0.0 0.0
H 5.182 -0.115 -1.419 0.0 0.0 0.0
H -3.821 -3.070 -5.625 0.0 0.0 0.0
H -2.300 -2.275 -5.962 -0.1 0.0 0.1
N -4.986 1.028 -1.040 -0.4 0.5 -0.9
H 2.383 -3.471 -4.352 0.1 0.1 0.0
C -0.479 -1.888 2.762 0.0 -0.1 -0.1
C 2.969 -2.556 -4.497 0.0 0.1 0.2
C -4.004 0.807 -0.157 0.0 -0.1 -0.2
H -2.904 -1.143 -2.422 0.1 0.1 -0.1
H -7.618 0.740 -2.220 0.1 -0.2 0.3
H 1.345 -0.312 4.188 0.0 0.0 0.0
P 0.038 -0.208 -2.661 0.3 -0.9 0.7
H 1.758 -1.957 -0.967 -0.3 0.2 0.5
H 1.284 1.685 -3.099 -0.1 0.0 -0.1
H 6.249 -1.624 2.816 -0.1 0.0 0.0
H -6.542 -1.696 2.050 -0.1 0.1 -0.3
H -2.731 -3.504 -1.454 -0.1 0.1 0.2
H 4.796 -3.299 -3.607 0.0 0.0 0.0
H 6.041 2.453 0.847 0.0 0.0 0.1
H 1.321 6.480 0.071 0.0 -0.1 -0.1
C -2.306 -3.380 -4.107 0.1 0.2 0.0
C -0.905 1.866 -5.683 -0.1 0.1 0.2
H 5.588 0.943 4.269 0.1 -0.1 -0.1
C 4.494 1.047 1.569 0.4 -0.1 0.1
C 0.296 1.420 -3.472 -0.3 0.3 0.2
N -4.515 -0.016 0.773 -0.4 -0.4 0.2
H -0.698 3.988 -6.113 0.0 0.0 0.0
H 5.597 0.470 -3.650 0.0 0.1 0.1
H -8.776 -1.918 0.975 0.2 0.1 -0.1
H 3.662 -3.523 -1.582 -0.1 0.1 0.0
C -8.315 -0.611 -0.677 0.0 0.0 0.1
C 2.065 -1.320 -4.384 0.0 0.0 0.0
C -1.644 -2.438 1.956 0.0 0.2 0.1
C 3.586 2.128 -2.503 0.3 0.1 0.0
H 5.804 -0.499 0.795 0.0 0.0 0.0
H -2.700 0.372 -3.277 0.0 0.0 0.0
H 4.649 -1.554 -3.612 -0.1 -0.2 0.0
H -2.204 0.627 2.833 0.0 0.0 0.0
C 2.829 5.090 -0.642 -0.1 -0.1 0.1
C -6.147 0.311 -0.679 0.4 0.5 -0.6
H -0.147 -3.034 -3.994 -0.1 0.0 0.0
H -1.064 4.594 -3.547 0.0 0.0 0.0
C -1.137 3.356 -5.340 0.1 -0.1 0.1
H -2.013 -4.336 -4.536 0.0 0.0 0.0
H 3.453 5.972 -0.802 0.0 -0.1 0.0
H 4.744 -1.133 3.568 0.0 0.0 0.0
C 1.520 0.032 3.169 0.2 0.1 -0.4
C -0.673 2.534 -3.016 0.0 0.0 -0.3
H 7.425 2.163 3.043 0.0 0.0 0.0
H -1.850 -3.472 2.218 -0.1 -0.2 0.1
H 0.591 4.701 1.428 0.0 0.0 0.0
C 3.337 4.306 0.575 -0.2 0.0 0.0
H 3.833 1.124 2.433 0.0 0.0 0.2
C 4.392 1.910 -1.208 0.2 -0.2 -0.6
H 4.027 -1.819 -1.374 0.0 -0.1 0.0
H 0.730 -3.663 0.419 -0.1 0.0 0.0
C -0.250 -3.848 -0.021 -0.1 -0.2 0.0
H 2.342 -0.529 2.722 -0.1 0.0 0.0
H -2.208 3.565 -5.341 0.0 0.0 0.0
C 0.551 4.471 0.358 0.1 0.1 -0.1
H -1.024 0.740 4.167 0.0 0.0 0.0
P 3.385 1.464 0.210 -0.6 -0.3 -0.1
H -0.110 -4.092 -1.073 0.0 0.0 0.1
H 2.932 4.473 -1.545 0.0 0.2 0.2
H 4.218 -1.094 1.224 0.0 0.0 0.0
H -0.922 -0.864 -4.706 0.0 0.0 0.0
Se -2.277 1.516 -0.209 -0.3 0.4 0.2
H 2.621 2.611 -2.323 0.3 0.0 0.0
H -3.028 -3.603 -3.312 0.1 0.0 -0.2
H -1.709 2.184 -3.031 0.1 0.0 0.0
H 2.599 -0.465 -4.811 -0.1 0.0 0.0
H 7.483 0.861 1.870 -0.1 0.0 0.1
H 4.408 4.121 0.493 -0.1 0.1 0.1
H -0.972 -2.901 -2.454 0.1 0.0 -0.1
H 2.419 2.802 1.835 -0.1 0.1 0.1
C 1.128 3.076 0.135 0.5 0.4 -0.2
C -7.385 0.207 -1.296 -0.2 0.1 -0.3
C -4.937 1.973 -2.172 -0.1 -0.5 0.3
C 6.106 1.131 -2.937 -0.2 0.1 0.0
H 5.294 2.910 2.364 0.0 0.0 0.0
C 2.011 -2.190 -1.985 0.0 -0.1 -0.6
H 6.345 1.033 -0.779 0.0 0.0 0.0
C 4.432 2.965 -3.476 0.2 -0.2 0.1
H 7.157 0.847 -2.956 0.0 0.0 0.0
C 2.543 2.977 0.763 -0.2 0.3 -0.2
H -5.726 2.710 -2.053 -0.1 0.0 0.0
H 1.173 -1.466 -5.002 0.2 -0.1 0.1
C 1.356 5.516 -0.447 0.1 0.0 0.0
H 0.401 -2.522 2.645 0.1 -0.1 0.0
H 6.407 2.732 -4.357 0.0 0.0 0.0
H 1.212 1.973 -5.347 0.0 0.0 0.0
C 3.508 -2.531 -2.019 0.0 0.0 -0.3
H -3.600 -2.161 -0.693 0.1 -0.1 0.1
H 7.089 0.043 4.239 0.0 0.0 0.0
C 1.697 -0.990 -2.905 0.1 -0.4 0.0
H 2.338 -0.186 -2.543 0.0 -0.1 0.1
H -1.765 1.258 -5.358 0.2 0.1 0.0
H -0.997 1.896 2.810 0.0 0.0 0.0
C 5.544 0.912 -1.510 -0.1 0.2 -0.3
H 1.176 2.873 -0.945 0.0 0.0 0.3
H 4.064 2.815 -4.492 0.0 0.0 -0.1
C 5.932 2.584 -3.390 -0.2 -0.1 0.1
C 0.374 1.347 -5.024 -0.1 0.1 0.0
P -0.003 -0.215 2.213 -0.5 -0.4 -0.5
C -6.774 -1.177 1.119 0.0 -0.2 0.3
H 4.827 2.878 -0.929 0.0 -0.2 -0.1
C 5.008 -0.407 1.535 0.1 0.2 0.2
C -8.015 -1.292 0.515 -0.1 0.0 0.0
P -1.318 -2.389 0.153 0.9 0.4 0.0
H 3.211 4.926 1.469 0.0 -0.1 -0.1
H -4.002 -0.271 1.588 0.1 -0.1 0.3
C -0.548 3.728 -3.960 0.0 -0.2 -0.2
H 4.306 4.026 -3.248 0.0 0.0 0.0
H -0.505 4.504 0.076 0.0 0.0 0.0
C -2.613 -0.708 -3.387 0.0 -0.2 -0.2

(2)
12
Properties=species:S:1:pos:R:3:forces:R:3 method="wB97M-V/def2-TZVPD" e_homo_ha=-0.368 smiles="C#CC(=O)[C@H]1CN1" e_above_lowest_kj_mol=335.4 max_force_ha_per_bohr=0.0190 e_tot_ha=-323.3920 orbital_gap_ev=10.050
H 1.379 1.119 -1.256 0.0 -0.2 -0.1
C -0.406 -0.174 1.743 -0.9 -0.3 0.3
O 1.386 0.938 0.987 0.5 0.0 -0.2
H -2.161 -0.024 3.178 0.3 0.1 -0.2
C -0.332 0.025 -1.517 -0.3 -0.1 -0.1
H -0.946 0.818 -1.085 0.2 -0.1 -0.2
C 0.637 0.015 0.760 0.2 0.6 -0.2
C -1.331 -0.027 2.500 0.1 -0.6 -0.1
H -0.811 -0.562 -2.294 0.0 0.1 0.1
N 1.101 0.229 -1.671 0.1 0.0 0.0
H 0.852 -1.709 -0.741 -0.1 0.4 0.4
C 0.632 -0.647 -0.605 -0.1 0.1 0.2

(3)
14
Properties=species:S:1:pos:R:3:forces:R:3 method="wB97M-V/def2-TZVPD" e_homo_ha=-0.558 smiles=NC[n+]1ccn[nH]1 e_above_lowest_kj_mol=262.6 max_force_ha_per_bohr=0.1308 e_tot_ha=-337.2042 total_charge=+1 orbital_gap_ev=10.204
H 0.403 1.557 -1.226 0.4 -0.7 1.2
C -1.416 -0.083 0.530 -0.4 0.8 -0.1
H 3.050 0.712 -0.989 -1.3 -0.6 0.4
H -1.826 0.713 1.070 -0.3 1.2 1.3
N -2.133 -0.156 -0.677 0.9 1.9 -0.7
H 0.878 -1.384 1.688 -1.1 -2.2 2.8
N 1.025 -0.765 0.988 -0.1 4.7 -4.8
N 2.209 -0.608 0.467 -1.0 -0.1 0.2
H -1.829 -0.995 -1.072 0.0 -1.5 -1.7
C 2.129 0.320 -0.485 0.8 0.8 0.9
H -1.514 -0.988 1.095 0.1 -0.5 0.3
C 0.824 0.834 -0.474 -1.1 0.8 -2.0
H -1.852 0.650 -1.305 -0.9 -1.3 0.8
N 0.050 0.195 0.390 3.9 -3.2 1.4